one.
This record from the Open Molecules 2025 dataset describes H4N4O2 in the gas phase. The level of theory is ωB97M-V/def2-TZVPD.

Results
* LUMO level: 0.715 eV
* SMILES: N/N=[N+](\[O-])NO

The geometry in XYZ format:
```
10
H4N4O2 ωB97M-V/def2-TZVPD
N -0.90112 0.66486 0.03053
N -2.07687 -0.06419 -0.02049
N 1.42585 0.83918 0.19523
N 0.17669 0.04433 0.06674
O 0.31799 -1.23045 -0.13508
O 2.36634 -0.12830 0.00525
H -1.70760 -1.06304 0.06136
H -2.79306 0.40518 0.47688
H 1.34723 1.46309 -0.59047
H 1.84455 -0.93067 -0.08995
```

***

two.
This record from the Open Molecules 2025 dataset describes 2 unconnected molecules or ions with the total composition H4N4O2. The level of theory is ωB97M-V/def2-TZVPD.

Results
* LUMO level (spin up / spin down): -0.613 / -1.354 eV

The geometry in XYZ format:
```
10
H4N4O2 ωB97M-V/def2-TZVPD
N -0.99650 0.45679 -1.08977
N 0.65158 -0.62678 0.86593
N 0.27122 0.63029 -0.89075
N 1.02737 -0.31682 -1.66448
O 0.47352 -1.26720 -2.15568
O 2.20066 -0.02869 -1.87120
H -1.43818 -0.46633 -1.03811
H -1.44327 1.13516 -0.52724
H 1.00376 0.20541 1.25669
H 1.62598 -1.00481 0.46718
```

***

Computed relative energies in units of kcal/mol: one 0.0; two 31.6

***

one.
This record from the Open Molecules 2025 dataset describes C7H10S in the gas phase. The level of theory is ωB97M-V/def2-TZVPD.

Results
* LUMO level: 0.871 eV
* SMILES: C1=C[C@H]2C[C@@H]2CCS1

The geometry in XYZ format:
```
18
C7H10S ωB97M-V/def2-TZVPD
C 1.42742 1.41828 0.11291
C -0.05943 1.69145 -0.11506
C -0.86710 0.47946 0.28980
C -2.16096 -0.39068 -0.06078
C -0.67961 -0.82485 -0.46356
C 0.12719 -2.09045 0.03325
C 1.39419 -1.70254 0.17225
H 1.78374 2.08702 -0.72774
H 1.84603 1.47183 1.17297
H -0.15163 2.58410 0.62238
H -0.39250 1.98928 -1.25811
H -0.82844 0.37475 1.38804
H -2.87934 0.05437 -0.95867
H -2.46884 -0.80880 1.04140
H -0.47361 -0.46030 -1.38561
H -0.06596 -3.21424 -0.13167
H 2.14386 -2.43201 0.45600
S 2.30499 -0.22666 -0.18781
```

***

two.
This record from the Open Molecules 2025 dataset describes C7H10S in the gas phase. The level of theory is ωB97M-V/def2-TZVPD.

Results
* LUMO level: 0.893 eV
* SMILES: C[C@@]12C[C@H]1C=CCS2

The geometry in XYZ format:
```
18
C7H10S ωB97M-V/def2-TZVPD
C -1.34460 -0.23874 1.42167
C -0.90118 -0.60146 -0.00259
C -1.76478 0.14392 -1.15442
C -0.39305 0.50428 -0.75019
C 0.78991 1.42812 -0.08777
C 1.93152 0.66261 0.24957
C 1.84702 -0.87738 -0.31370
H -0.46632 0.34213 2.16940
H -1.78701 -1.05046 1.76822
H -2.38844 0.46119 1.28779
H -2.75024 0.19467 -0.72683
H -1.66468 -0.38802 -2.21074
H 0.29501 0.12136 -1.54982
H 0.70308 2.44652 0.04587
H 2.80850 0.82806 0.97292
H 2.57618 -1.24120 0.32571
H 2.22630 -0.76266 -1.32985
S 0.28277 -1.97294 -0.11524
```

***

Computed relative energies in units of kcal/mol: one 0.0; two 27.9

***

one.
This record from the Open Molecules 2025 dataset describes C3H7N5 in the gas phase. The level of theory is ωB97M-V/def2-TZVPD.

Results
* LUMO level: 0.582 eV
* SMILES: NCC1=NN=CNN1

The geometry in XYZ format:
```
15
C3H7N5 ωB97M-V/def2-TZVPD
C 0.98306 0.97433 0.98561
C 0.23104 -0.27318 0.67791
C -1.13163 -2.15705 -0.68385
H 1.41340 2.75030 0.54962
H 1.73141 1.88297 -0.81658
H 0.65157 1.40181 1.97424
H 2.23283 0.70360 0.96989
H -1.67928 -2.90237 -1.29506
H -2.20115 -0.69841 -1.51962
H -0.88385 1.02205 -0.50920
N 0.89324 2.09080 -0.11662
N 0.42918 -1.53055 0.98228
N -0.20538 -2.38657 0.06014
N -1.90362 -0.86190 -0.56928
N -0.56085 -0.01585 -0.68948
```

***

two.
This record from the Open Molecules 2025 dataset describes C3H7N5 in the gas phase. The level of theory is ωB97M-V/def2-TZVPD.

Results
* LUMO level: 0.566 eV
* SMILES: [H]/N=C/N=C(/N)N/C=N/[H]

The geometry in XYZ format:
```
15
C3H7N5 ωB97M-V/def2-TZVPD
C -1.02104 -0.34645 -0.16686
C 0.55893 1.55229 0.28063
C 0.98621 -1.37896 -0.44457
H -2.88330 -1.15471 -0.55532
H -2.95710 0.50481 -0.09944
H -0.73756 0.53771 1.67882
H 0.83144 2.05651 1.30827
H 1.87664 2.26029 -0.84847
H 1.54136 -1.09516 -1.36036
H 2.52683 -1.83242 0.52615
N -2.43166 -0.35351 -0.02401
N -0.53666 0.70808 0.51840
N 1.07127 1.61509 -0.83130
N -0.37065 -1.32350 -0.66818
N 1.54528 -1.75006 0.68623
```

***

Computed relative energies in units of kcal/mol: one 89.4; two 0.0

***

one.
This record from the Open Molecules 2025 dataset describes C3H7N5 in the gas phase. The level of theory is ωB97M-V/def2-TZVPD.

Results
* LUMO level: 0.602 eV
* SMILES: [H]/N=C\N/C(N)=N\C=N\[H]

The geometry in XYZ format:
```
15
C3H7N5 ωB97M-V/def2-TZVPD
C -0.50717 0.52654 -0.73628
C 1.56668 0.39588 0.58267
C -1.12155 -0.98078 0.87008
H 0.08034 1.27376 -2.46269
H -1.47936 0.80271 -2.42941
H 0.61404 2.10074 -0.06349
H 2.19013 1.14011 1.12542
H 1.37665 -1.41003 0.03980
H -1.06333 -0.18316 1.65308
H -1.01312 -2.45217 2.04435
N -0.74273 1.22445 -1.90684
N 0.47227 1.09569 0.03957
N 1.92984 -0.81209 0.62332
N -1.27368 -0.48668 -0.44703
N -1.02902 -2.23497 1.06745
```

***

two.
This record from the Open Molecules 2025 dataset describes C3H7N5 in the gas phase. The level of theory is ωB97M-V/def2-TZVPD.

Results
* LUMO level: 0.799 eV
* SMILES: [H]/N=C(/N)N(/C=N/[H])N=C

The geometry in XYZ format:
```
15
C3H7N5 ωB97M-V/def2-TZVPD
C 0.25229 1.37583 -0.09826
C -0.99980 -0.58279 0.88659
C 0.67800 -2.11799 -0.73098
H 0.12839 1.31177 -2.40566
H 0.14981 3.03331 -1.43392
H 1.06828 1.81766 1.80018
H -1.11284 0.38642 1.57813
H -1.99000 -1.65301 1.87248
H 1.67922 -2.68089 -1.18057
H -0.33060 -2.35144 -0.11543
N -0.00441 1.87813 -1.42336
N 0.55026 2.34987 0.80804
N 0.02588 -0.08076 0.04130
N -1.25826 -1.82271 1.10131
N 1.16379 -0.86339 -0.69984
```

***

three.
This record from the Open Molecules 2025 dataset describes C3H7N5 in the gas phase. The level of theory is ωB97M-V/def2-TZVPD.

Results
* LUMO level: 0.745 eV
* SMILES: [H]/N=C(/N)N(/C=N/[H])/C=N/[H]

The geometry in XYZ format:
```
15
C3H7N5 ωB97M-V/def2-TZVPD
C 1.17115 -0.37235 -0.08158
C -1.33269 -0.66614 -0.01636
C -0.45750 1.37626 0.17977
H 1.21769 -2.17369 1.02183
H 2.34680 -2.16979 0.02290
H 1.56492 1.24528 -0.82084
H -1.23261 -1.76712 -0.32382
H -3.11967 -1.08102 -0.25918
H -1.56602 1.42642 -0.10632
H 0.13043 3.35333 0.41780
N 1.39680 -1.75324 0.09952
N 2.13099 0.51580 -0.19208
N -0.13991 0.07922 0.05439
N -2.53915 -0.34526 -0.06945
N 0.42879 2.33230 0.07342
```

***

Computed relative energies in units of kcal/mol: one 0.0; two 126.3; three 59.5

***

one.
This record from the Open Molecules 2025 dataset describes C18H20N4O3 in the gas phase. The level of theory is ωB97M-V/def2-TZVPD.

Results
* LUMO level: 0.721 eV
* SMILES: CCCc1[nH]nc2c1[C@@H](c1cc(OC)cc(OC)c1)C(C#N)=C(N)O2

The geometry in XYZ format:
```
45
C18H20N4O3 ωB97M-V/def2-TZVPD
C 2.13606 2.05690 2.36776
C 1.27270 0.80312 2.36829
H 1.35903 0.30143 1.40300
H 1.62378 0.11260 3.13812
C -0.20361 1.13945 2.62289
C -1.05785 -0.06733 2.48260
C -1.73219 -0.56626 1.38743
C -2.29773 -1.77030 1.84168
N -2.01330 -2.00500 3.10763
N -1.25854 -0.96141 3.47957
H -0.91242 -0.91941 4.42386
O -3.04568 -2.61284 1.08758
C -3.25373 -2.20988 -0.19500
C -2.75880 -1.07266 -0.75068
C -3.04168 -0.78783 -2.08989
N -3.26779 -0.54384 -3.19168
C -1.87308 -0.07975 -0.01585
C -0.51617 0.01814 -0.68186
C -0.08872 1.22205 -1.22782
C 1.16644 1.30229 -1.81253
C 1.99585 0.18073 -1.84869
C 1.56357 -1.02019 -1.31119
C 0.29971 -1.09563 -0.72435
H -0.01851 -2.03708 -0.30456
O 2.29144 -2.17009 -1.29772
C 3.56484 -2.16327 -1.89600
H 3.94776 -3.17666 -1.78573
H 4.24074 -1.46395 -1.39330
H 3.50692 -1.91111 -2.95939
H 2.96171 0.29398 -2.31140
O 1.69408 2.42694 -2.37224
C 0.89742 3.58481 -2.42878
H 1.49854 4.33134 -2.94560
H 0.64986 3.95302 -1.42733
H -0.02545 3.41040 -2.99056
H -0.74549 2.07661 -1.19411
H -2.34531 0.91319 -0.03328
N -4.08965 -3.06903 -0.84960
H -4.12764 -3.00706 -1.85269
H -4.21208 -3.97528 -0.43030
H -0.52804 1.88329 1.89343
H -0.31554 1.56423 3.62356
H 1.82528 2.72949 1.57170
H 2.05390 2.58364 3.31636
H 3.17939 1.79822 2.20670
```

***

two.
This record from the Open Molecules 2025 dataset describes C18H20N4O3 in the gas phase. The level of theory is ωB97M-V/def2-TZVPD.

Results
* LUMO level: 0.032 eV
* SMILES: CC(=O)c1ccc2oc3c(=O)[nH]c(CN4CCN(C)CC4)nc3c2c1

The geometry in XYZ format:
```
45
C18H20N4O3 ωB97M-V/def2-TZVPD
O 3.66904 0.59394 1.12534
O 1.03681 -2.96765 -6.94415
N 0.38745 -1.01575 -0.53239
O 3.68705 -0.43078 -1.80477
C 2.71870 0.02358 0.58228
C 0.54870 -2.58427 -5.88057
C 0.42372 -0.58487 0.71451
C 2.75983 -0.43362 -0.79314
C 1.57706 -0.90457 -1.27351
C 3.60805 -1.14054 -4.21771
C 2.76402 -1.66863 -5.21871
C 0.91485 -1.68960 -3.60067
C 3.09788 -0.92630 -2.92901
C 1.41962 -1.95454 -4.89337
C 1.78959 -1.22688 -2.61469
N 1.59827 -0.17770 1.31646
N -2.34697 2.54450 4.01734
N -0.92882 0.44599 2.54766
C -0.86594 -3.05609 -5.51962
C -2.61031 3.68367 4.92356
C -0.84915 -0.60221 1.48455
C -1.34120 2.86387 2.97295
C -2.05553 1.23944 4.64499
C -1.12036 1.77099 1.95064
C -1.95096 0.14526 3.57224
H 4.65723 -0.93920 -4.41932
H 3.14172 -1.92105 -6.18914
H -0.11626 -1.88900 -3.33549
H 1.50715 0.22904 2.25569
H -1.45548 -2.16698 -5.31206
H -0.80386 -3.71021 -4.68994
H -1.37131 -3.60080 -6.31165
H -2.97649 4.55350 4.28774
H -3.40859 3.45687 5.65131
H -1.69787 3.94834 5.43787
H -1.68547 -0.49360 0.77560
H -0.94239 -1.61945 1.92769
H -1.66604 3.76568 2.45530
H -0.37746 3.05655 3.43591
H -2.82933 0.96864 5.36893
H -1.09477 1.31304 5.23011
H -0.21020 2.06538 1.39984
H -1.93859 1.75638 1.22008
H -2.92284 0.05362 3.06219
H -1.74058 -0.77401 4.11911
```

***

Computed relative energies in units of kcal/mol: one 6.9; two 0.0

***

one.
This record from the Open Molecules 2025 dataset describes 2 unconnected molecules or ions with the total composition C2H6N2O. The level of theory is ωB97M-V/def2-TZVPD.

Results
* LUMO level: 0.566 eV
* SMILES: [H]/N=[NH+]/[O-].C=C

The geometry in XYZ format:
```
11
C2H6N2O ωB97M-V/def2-TZVPD
C -0.84292 0.20407 -0.37268
C 0.47895 -0.07748 -0.58060
N 0.19747 0.18798 3.12268
N 1.04119 0.26282 2.26803
O 1.47127 -0.56219 1.44695
H -1.60692 -0.47305 -0.46175
H 1.70146 1.14986 2.22691
H -1.11927 1.23429 -0.17271
H 1.02353 0.79890 -0.86701
H 0.92660 -1.02815 -0.70197
H 0.09145 1.16018 3.53972
```

***

two.
This record from the Open Molecules 2025 dataset describes C2H6N2O in the gas phase. The level of theory is ωB97M-V/def2-TZVPD.

Results
* LUMO level: 0.922 eV
* SMILES: [H]/N=C/N(C)O

The geometry in XYZ format:
```
11
C2H6N2O ωB97M-V/def2-TZVPD
C -0.47637 1.19538 0.02666
C 0.72861 -0.83406 -0.16394
H 0.48232 1.58276 -0.27786
H -1.35316 1.78596 -0.38253
H -0.46803 1.28034 1.09703
H -2.02891 -1.10596 -0.47338
H 0.72901 -1.90489 -0.06996
H 2.60766 -0.74113 0.15449
N -0.49380 -0.18238 -0.34033
N 1.76760 -0.11691 0.14668
O -1.49493 -0.95911 0.28313
```

***

three.
This record from the Open Molecules 2025 dataset describes C2H6N2O in the gas phase. The level of theory is ωB97M-V/def2-TZVPD.

Results
* LUMO level: 0.771 eV
* SMILES: CNNC=O

The geometry in XYZ format:
```
11
C2H6N2O ωB97M-V/def2-TZVPD
C -1.52095 -0.58444 -0.26005
C 1.18123 0.15442 -0.30136
H -2.05898 -0.26788 -1.25694
H -2.48607 -0.89591 0.23708
H -0.95630 -1.33550 -0.71116
H -0.40961 -0.07304 1.23932
H 0.40518 2.17949 -0.02463
H 2.06119 0.55644 -0.70870
N -0.82101 0.43912 0.55361
N 0.08804 1.05507 -0.14892
O 1.32671 -1.00534 0.22008
```

***

Computed relative energies in units of kcal/mol: one 57.6; two 0.0; three 15.1

***

one.
This record from the Open Molecules 2025 dataset describes C2H6N2O in the gas phase. The level of theory is ωB97M-V/def2-TZVPD.

Results
* LUMO level: 0.704 eV
* SMILES: CN(N)C=O

The geometry in XYZ format:
```
11
C2H6N2O ωB97M-V/def2-TZVPD
C -1.00350 -0.69228 0.02779
C 1.40193 -0.49684 -0.10969
H -1.46366 -0.34903 0.97318
H -1.66507 -0.55167 -0.80265
H -0.69294 -1.76768 0.19149
H -0.14285 1.77342 0.91404
H -0.56059 1.92048 -0.77693
H 1.31879 -1.55316 -0.32132
N 0.20860 0.12913 -0.08957
N 0.12348 1.50642 -0.06286
O 2.47580 0.08120 0.05654
```

***

two.
This record from the Open Molecules 2025 dataset describes C2H6N2O in the gas phase. The level of theory is ωB97M-V/def2-TZVPD.

Results
* LUMO level: 0.915 eV
* SMILES: N/C=C(\N)O

The geometry in XYZ format:
```
11
C2H6N2O ωB97M-V/def2-TZVPD
C 0.49104 0.73877 -0.04065
C -0.64910 0.04739 -0.00495
N -0.71147 -1.35169 0.09060
N 1.76569 0.12771 -0.10006
O -1.89703 0.63615 -0.00526
H -1.67800 -1.65089 0.09595
H -0.20083 -1.81746 -0.64892
H 1.73060 -0.80893 0.28431
H 2.46401 0.67279 0.38991
H 0.48702 1.81483 -0.11883
H -1.80194 1.59134 0.05790
```

***

Computed relative energies in units of kcal/mol: one 15.8; two 0.0

***

one.
This record from the Open Molecules 2025 dataset describes C2H6N2O in the gas phase. The level of theory is ωB97M-V/def2-TZVPD.

Results
* LUMO level: 0.612 eV
* SMILES: N/N=C\CO

The geometry in XYZ format:
```
11
C2H6N2O ωB97M-V/def2-TZVPD
C 0.19382 1.10211 -0.26180
C 1.23401 0.12071 0.32400
H -0.91952 -1.26826 0.57635
H -2.37318 -0.78069 0.47599
H 0.53406 2.18676 -0.63887
H 2.06078 0.72991 0.25871
H 0.93096 -0.35083 1.30928
H -0.08092 -0.86761 -1.12860
N -1.40410 -0.66209 -0.05266
N -1.15499 0.78333 -0.28248
O 0.97909 -0.99333 -0.57992
```

***

two.
This record from the Open Molecules 2025 dataset describes C2H6N2O in the gas phase. The level of theory is ωB97M-V/def2-TZVPD.

Results
* LUMO level: 0.767 eV
* SMILES: NCC(N)=O

The geometry in XYZ format:
```
11
C2H6N2O ωB97M-V/def2-TZVPD
N -0.79678 1.57951 -0.30097
C -0.77283 0.20941 0.23363
C 0.55661 -0.38751 0.67158
N 1.07264 -1.29988 -0.20854
O 1.11604 -0.11250 1.69974
H -1.25511 1.54216 -1.20009
H 0.12483 1.93740 -0.53217
H -1.33377 0.22191 1.17689
H -1.31640 -0.49161 -0.40619
H 0.64534 -1.45396 -1.10281
H 1.95942 -1.74493 -0.03105
```

***

Computed relative energies in units of kcal/mol: one 111.4; two 0.0